Entry 1:
# C23H40NO11S

A cluster of 6 separate species, C23H40NO11S in total (wB97M-V/def2-TZVPD, the Open Molecules 2025 dataset).

Summary:
Total charge = +1
F_max = 0.97 eV Å⁻¹
E_LUMO = -3.979 eV
Multiplicity = 1

Last columns: bonded neighbours and bond lengths (Å).
Positions of all 76 atoms, in Å:
1 C 1.23896 1.72780 0.11634  H30 1.091, C66 1.524, C68 1.568, H76 1.087
2 S -1.43191 1.01303 0.22127  H19 1.361, O28 1.605, C66 1.804
3 H 3.32053 0.23540 3.85304  C14 1.093
4 H 0.20336 1.17694 2.00077  C66 1.085
5 C -7.36666 -7.92712 -0.81051  C35 1.522, H44 1.091, H47 1.087, O63 1.443
6 C -7.52715 -5.65927 -1.07018  O16 1.201, C18 1.513, O63 1.349
7 C 5.03676 2.95727 -4.26051  H12 1.092, H31 1.086, C43 1.521, O56 1.446
8 H -5.72617 -1.81502 -0.31442  C61 1.092
9 C 4.52399 7.86378 -1.61868  O22 1.438, H33 1.092, H49 1.087, C70 1.523
10 H 3.84304 0.56788 -3.24191  C62 1.092
11 H 3.23069 -1.51689 3.52454  C14 1.087
12 H 4.06602 3.08588 -4.74312  C7 1.092
13 H -9.49597 -8.24889 -0.40655  C35 1.088
14 C 3.12422 -0.74853 4.28576  H3 1.093, H11 1.087, C24 1.524, C48 1.508
15 H -9.43688 -6.22836 -1.81169  C18 1.091
16 O -7.17804 -4.53475 -1.30466  C6 1.201
17 O 4.52912 2.16476 -0.95525  C36 1.201
18 C -8.93757 -6.15678 -0.84421  C6 1.513, H15 1.091, H27 1.086, C35 1.527
19 H -2.31638 0.80634 1.23461  S2 1.361
20 C 3.05856 6.61854 -2.99727  H42 1.086, C54 1.515, H60 1.092, C70 1.527
21 H 5.25751 0.99550 -5.20943  C43 1.087
22 O 5.11432 7.75057 -2.92540  C9 1.438, C54 1.352
23 C -3.27764 -2.27498 1.10124  H50 1.089, O52 1.430, H59 1.097, C75 1.523
24 C 3.98125 -0.99866 5.52131  C14 1.524, H37 1.090, H40 1.087, C74 1.524
25 H 6.59738 1.47905 -4.17357  C43 1.090
26 H 2.53722 8.52052 -2.12846  C70 1.091
27 H -9.48413 -5.47717 -0.19686  C18 1.086
28 O -1.06058 -0.44365 -0.34145  S2 1.605, H73 0.977
29 O 0.70070 -0.80449 4.19898  C48 1.204
30 H 0.90346 1.99402 -0.88696  C1 1.091
31 H 5.74532 3.64559 -4.71190  C7 1.086
32 H 3.28123 0.67572 6.74198  C74 1.091
33 H 4.99012 7.12263 -0.96590  C9 1.092
34 H 1.45850 -0.46460 1.83301  N51 1.010
35 C -8.70658 -7.52709 -0.21027  C5 1.522, H13 1.088, C18 1.527, H41 1.091
36 C 4.74334 2.15201 -2.13665  O17 1.201, O56 1.347, C62 1.516
37 H 4.08567 -2.07223 5.68134  C24 1.090
38 H -3.67739 -3.02455 -0.92371  C75 1.089
39 H -6.19549 -3.47292 0.13675  C61 1.088
40 H 4.97901 -0.56895 5.47431  C24 1.087
41 H -8.61036 -7.41996 0.87090  C35 1.091
42 H 2.19403 6.72096 -3.64732  C20 1.086
43 C 5.51357 1.51290 -4.28783  C7 1.521, H21 1.087, H25 1.090, C62 1.527
44 H -7.47312 -8.41368 -1.78171  C5 1.091
45 H 3.13234 0.75577 0.43293  C68 1.083
46 H -0.28782 2.68487 1.27636  C66 1.093
47 H -6.78299 -8.57056 -0.15755  C5 1.087
48 C 1.72009 -0.73663 4.83559  C14 1.508, O29 1.204, O71 1.342
49 H 4.72742 8.85627 -1.22492  C9 1.087
50 H -2.37559 -2.75405 1.47853  C23 1.089
51 N 1.70033 -0.68437 0.87745  H34 1.010, H65 1.006, C68 1.446
52 O -4.18297 -2.05883 2.18659  C23 1.430, C64 1.369
53 O -6.40852 -2.03587 2.46497  C64 1.191
54 C 4.32533 7.00570 -3.73180  C20 1.515, O22 1.352, O69 1.195
55 H 2.54069 7.22424 -0.93504  C70 1.088
56 O 4.89451 3.27871 -2.85832  C7 1.446, C36 1.347
57 H 3.23711 -0.88451 7.57887  C74 1.086
58 H -3.93941 -4.18644 0.37322  C75 1.090
59 H -3.00826 -1.29554 0.68699  C23 1.097
60 H 3.15823 5.58366 -2.66365  C20 1.092
61 C -5.47540 -2.67520 0.30907  H8 1.092, H39 1.088, C64 1.514, C75 1.527
62 C 4.84990 0.93871 -3.03852  H10 1.092, C36 1.516, C43 1.527, H72 1.086
63 O -6.65579 -6.68616 -1.00163  C5 1.443, C6 1.349
64 C -5.47096 -2.23761 1.75834  O52 1.369, O53 1.191, C61 1.514
65 H 1.00162 -1.24594 0.42149  N51 1.006
66 C 0.03312 1.66575 1.04692  C1 1.524, S2 1.804, H4 1.085, H46 1.093
67 H 2.25248 0.11934 -0.92915  C68 1.086
68 C 2.14832 0.45013 0.10046  C1 1.568, H45 1.083, N51 1.446, H67 1.086
69 O 4.63596 6.69696 -4.84390  C54 1.195
70 C 3.03836 7.59971 -1.82728  C9 1.523, C20 1.527, H26 1.091, H55 1.088
71 O 1.74863 -0.58319 6.16888  C48 1.342, C74 1.447
72 H 5.44078 0.16023 -2.56424  C62 1.086
73 H -1.26435 -0.40815 -1.29650  O28 0.977
74 C 3.11102 -0.39519 6.61728  C24 1.524, H32 1.091, H57 1.086, O71 1.447
75 C -4.03494 -3.13558 0.09926  C23 1.523, H38 1.089, H58 1.090, C61 1.527
76 H 1.83489 2.56524 0.46950  C1 1.087

Need the Löwdin charges? In units of e they are: number 1, C, carries -0.200; number 2, S, carries 1.162; number 3, H, carries 0.131; number 4, H, carries 0.091; number 5, C, carries -0.146; number 6, C, carries -0.476; number 7, C, carries -0.139; number 8, H, carries 0.138; number 9, C, carries -0.150; number 10, H, carries 0.124; number 11, H, carries 0.125; number 12, H, carries 0.130; number 13, H, carries 0.118; number 14, C, carries -0.090; number 15, H, carries 0.135; number 16, O, carries 0.096; number 17, O, carries 0.099; number 18, C, carries -0.068; number 19, H, carries 0.049; number 20, C, carries -0.079; number 21, H, carries 0.120; number 22, O, carries 0.033; number 23, C, carries -0.179; number 24, C, carries -0.144; number 25, H, carries 0.123; number 26, H, carries 0.119; number 27, H, carries 0.129; number 28, O, carries -0.321; number 29, O, carries 0.090; number 30, H, carries 0.107; number 31, H, carries 0.131; number 32, H, carries 0.129; number 33, H, carries 0.127; number 34, H, carries 0.036; number 35, C, carries -0.149; number 36, C, carries -0.484; number 37, H, carries 0.122; number 38, H, carries 0.115; number 39, H, carries 0.092; number 40, H, carries 0.120; number 41, H, carries 0.120; number 42, H, carries 0.124; number 43, C, carries -0.145; number 44, H, carries 0.128; number 45, H, carries 0.092; number 46, H, carries 0.108; number 47, H, carries 0.125; number 48, C, carries -0.496; number 49, H, carries 0.126; number 50, H, carries 0.131; number 51, N, carries 0.021; number 52, O, carries 0.018; number 53, O, carries 0.142; number 54, C, carries -0.493; number 55, H, carries 0.112; number 56, O, carries 0.023; number 57, H, carries 0.128; number 58, H, carries 0.125; number 59, H, carries 0.068; number 60, H, carries 0.116; number 61, C, carries -0.069; number 62, C, carries -0.076; number 63, O, carries 0.030; number 64, C, carries -0.471; number 65, H, carries 0.055; number 66, C, carries -0.348; number 67, H, carries 0.106; number 68, C, carries -0.253; number 69, O, carries 0.120; number 70, C, carries -0.153; number 71, O, carries 0.043; number 72, H, carries 0.129; number 73, H, carries 0.108; number 74, C, carries -0.135; number 75, C, carries -0.138; number 76, H, carries 0.116


Entry 2:
# C7H22Cl2O12

A cluster of 10 separate species, C7H22Cl2O12 in total (wB97M-V/def2-TZVPD, the Open Molecules 2025 dataset).

Summary:
Total charge = 0
F_max = 4.03 eV Å⁻¹
SMILES = O=C1C=C(O)C(=O)C=C1O.ClCCl.O.O.O.O.O.O.O.O
E_LUMO = -1.579 eV
Multiplicity = 1

Last columns: bonded neighbours and bond lengths (Å).
Positions of all 43 atoms, in Å:
1 H -6.37947 2.81659 1.12474  O22 0.957
2 H -1.74480 -3.09998 1.52790  C28 1.090
3 H -2.44517 1.29454 2.62903  O41 0.957
4 H -2.40153 2.20964 -1.25821  O11 0.957
5 O 3.48033 -0.23165 -3.76362  H15 0.960, C21 1.386
6 H 1.90927 3.71148 4.15218  O38 0.957
7 H 4.88934 5.30520 -0.86430  O32 0.957
8 H -2.39141 1.50889 9.57746  O35 0.957
9 C 5.26593 -2.57527 -6.17086  O10 1.199, C17 1.518, C20 1.504
10 O 6.38333 -3.00528 -6.22845  C9 1.199
11 O -1.46255 2.26951 -1.43416  H4 0.957, H24 0.957
12 H -6.70747 -2.88773 3.35649  O30 0.957
13 H 3.03996 2.71946 4.32336  O38 0.957
14 C 2.83065 -2.51128 -6.66814  H19 1.080, C20 1.319, C29 1.495
15 H 2.57010 -0.03789 -3.52794  O5 0.960
16 H -5.25919 1.48533 6.29789  O26 0.957
17 C 4.90106 -1.54780 -5.11476  C9 1.518, C21 1.353, H43 1.080
18 Cl -1.17572 -3.90946 3.57524  C28 1.726
19 H 2.06328 -2.91135 -7.31427  C14 1.080
20 C 4.01821 -3.05033 -6.86397  C9 1.504, C14 1.319, O31 1.307
21 C 3.67206 -1.03242 -4.87877  O5 1.386, C17 1.353, C29 1.523
22 O -5.75679 2.14394 0.84896  H1 0.957, H39 0.957
23 H -1.06496 1.88217 2.42506  O41 0.957
24 H -1.40683 2.53292 -2.35272  O11 0.957
25 H -7.71037 -1.75381 3.37447  O30 0.957
26 O -5.01885 2.41122 6.26351  H16 0.957, H37 0.957
27 H 5.09577 -4.21213 -7.85077  O31 0.960
28 C -0.87030 -3.63430 1.89918  H2 1.090, Cl18 1.726, Cl34 1.854, H40 1.090
29 C 2.46463 -1.40783 -5.72793  C14 1.495, C21 1.523, O42 1.233
30 O -7.07963 -2.19757 2.80748  H12 0.957, H25 0.957
31 O 4.20056 -3.86592 -7.86895  C20 1.307, H27 0.960
32 O 4.05811 5.66477 -0.55448  H7 0.957, H33 0.957
33 H 3.76340 5.04634 0.11404  O32 0.957
34 Cl -0.36674 -5.16219 0.97845  C28 1.854
35 O -1.48646 1.25010 9.40331  H8 0.957, H36 0.957
36 H -1.50240 0.90826 8.50937  O35 0.957
37 H -4.28414 2.44586 5.65094  O26 0.957
38 O 2.78503 3.49885 3.82961  H6 0.957, H13 0.957
39 H -6.18339 1.31639 1.07123  O22 0.957
40 H -0.05687 -2.91562 1.79953  C28 1.090
41 O -1.67818 1.60924 3.10748  H3 0.957, H23 0.957
42 O 1.33255 -0.92120 -5.69191  C29 1.233
43 H 5.70944 -1.15964 -4.51288  C17 1.080

Need the Löwdin charges? In units of e they are: number 1, H, carries 0.030; number 2, H, carries 0.027; number 3, H, carries 0.024; number 4, H, carries 0.026; number 5, O, carries 0.067; number 6, H, carries 0.027; number 7, H, carries 0.027; number 8, H, carries 0.027; number 9, C, carries -0.302; number 10, O, carries 0.138; number 11, O, carries -0.057; number 12, H, carries 0.029; number 13, H, carries 0.028; number 14, C, carries 0.064; number 15, H, carries 0.109; number 16, H, carries 0.026; number 17, C, carries 0.078; number 18, Cl, carries 0.529; number 19, H, carries 0.135; number 20, C, carries -0.284; number 21, C, carries -0.194; number 22, O, carries -0.054; number 23, H, carries 0.029; number 24, H, carries 0.030; number 25, H, carries 0.027; number 26, O, carries -0.052; number 27, H, carries 0.121; number 28, C, carries -1.013; number 29, C, carries -0.282; number 30, O, carries -0.056; number 31, O, carries 0.124; number 32, O, carries -0.055; number 33, H, carries 0.027; number 34, Cl, carries 0.435; number 35, O, carries -0.053; number 36, H, carries 0.025; number 37, H, carries 0.025; number 38, O, carries -0.055; number 39, H, carries 0.026; number 40, H, carries 0.022; number 41, O, carries -0.055; number 42, O, carries 0.099; number 43, H, carries 0.127


Number 1: E_tot -59340.6262 eV. Number 2: E_tot -57228.5637 eV.